(1)
4 unconnected molecules or ions with the total composition C2H14N2O3 in a non-equilibrium geometry. Source: the OMol25 dataset; level of theory: ωB97M-V/def2-TZVPD.

* E_LUMO: 0.626 eV
* SMILES string: CNCN.O.O.O
* HOMO level: -9.4 eV
* ΔE to the lowest compared entry with this formula, charge and spin: 30.68 kcal per mole
* gap between HOMO and LUMO: 10.07 eV

Positions of all 21 atoms, in Å:
C 0.167 -0.950 -1.384
N -1.135 -0.688 -0.719
C -1.850 0.538 -1.268
N -1.635 0.775 -2.652
H 0.843 -0.106 -1.408
H 0.545 -1.803 -0.810
H 0.047 -1.396 -2.377
H -1.760 -1.441 -0.928
H -1.603 1.311 -0.543
H -2.893 0.231 -1.064
H -1.741 1.752 -2.887
H -2.146 0.186 -3.298
O -0.203 0.198 1.806
H -0.469 -0.122 0.920
H -0.693 -0.282 2.470
O 1.271 2.200 -0.226
H 2.098 1.733 -0.091
H 0.599 1.648 0.159
O 2.853 -2.023 3.655
H 1.934 -1.838 3.849
H 3.181 -1.133 3.686

***

(2)
4 unconnected molecules or ions with the total composition C2H14N2O3 in a non-equilibrium geometry. Source: the OMol25 dataset; level of theory: ωB97M-V/def2-TZVPD.

* E_LUMO: 0.609 eV
* SMILES string: NCCN.O.O.O
* HOMO level: -9.4 eV
* ΔE to the lowest compared entry with this formula, charge and spin: 43.82 kcal per mole
* gap between HOMO and LUMO: 10.01 eV

Positions of all 21 atoms, in Å:
N -0.917 0.306 -2.906
C -0.849 -0.886 -1.969
C 0.382 -0.739 -0.988
N 0.146 0.407 -0.122
H -0.256 0.994 -2.569
H -0.400 -0.054 -3.705
H -0.642 -1.760 -2.585
H -1.760 -0.962 -1.381
H 0.543 -1.712 -0.530
H 1.219 -0.633 -1.695
H 0.614 0.207 0.727
H -0.278 1.158 -0.612
O -2.042 0.016 1.756
H -2.092 0.522 2.549
H -1.359 0.400 1.165
O -2.858 3.773 1.181
H -3.799 3.811 1.273
H -2.759 3.034 0.586
O 5.780 -2.985 3.296
H 6.088 -2.394 2.582
H 5.240 -2.502 3.946

***

(3)
4 unconnected molecules or ions with the total composition C2H14NO3S in a non-equilibrium geometry. Source: the OMol25 dataset; level of theory: ωB97M-V/def2-TZVPD.

* E_LUMO: -2.862 eV
* HOMO level: -12.7 eV
* ΔE to the lowest compared entry with this formula, charge and spin: 23.71 kcal per mole
* total charge: +1
* gap between HOMO and LUMO: 9.88 eV

Positions of all 21 atoms, in Å:
C 0.186 1.059 -0.653
C 1.530 1.330 0.030
S 2.403 -0.287 0.279
N -0.825 0.355 0.229
H 0.237 0.357 -1.556
H -0.187 1.908 -1.217
H 1.363 1.707 0.998
H 2.089 2.055 -0.548
H 3.541 0.045 -0.293
H -1.742 0.335 -0.258
H -0.874 0.858 1.144
H -0.358 -0.559 0.337
H -2.174 0.469 3.765
H -0.783 0.374 3.414
O -1.609 0.696 3.028
H -3.081 -1.248 -1.083
H -4.309 -0.271 -1.115
O -3.407 -0.387 -0.785
H 0.927 -2.818 -2.591
H 0.197 -1.804 -3.291
O 0.287 -2.031 -2.305

***

(4)
4 unconnected molecules or ions with the total composition C2H14NO3S2 in a non-equilibrium geometry. Source: the OMol25 dataset; level of theory: ωB97M-V/def2-TZVPD.

* E_LUMO: -3.473 eV
* HOMO level: -12.0 eV
* ΔE to the lowest compared entry with this formula, charge and spin: 32.98 kcal per mole
* total charge: +1
* gap between HOMO and LUMO: 8.53 eV

Positions of all 22 atoms, in Å:
N -1.689 0.122 -0.621
C -0.439 0.841 -0.088
C 0.362 1.515 -1.215
S 2.101 0.925 -1.421
S 2.968 -0.099 0.188
H -2.117 0.604 -1.409
H -2.422 0.453 0.139
H -1.623 -0.884 -0.604
H 0.169 0.041 0.370
H -0.800 1.616 0.588
H -0.082 1.224 -2.184
H 0.350 2.601 -1.157
H 2.829 0.836 1.165
H 0.514 -4.167 -0.715
H -0.640 -3.091 -0.834
O -0.337 -3.967 -1.111
H -3.497 0.627 1.902
H -4.184 1.403 0.763
O -3.300 1.202 1.137
H -2.340 -0.121 3.635
H -3.139 -1.492 3.853
O -3.036 -0.703 3.305

***

(5)
5 unconnected molecules or ions with the total composition C2H14NO4S in a non-equilibrium geometry. Source: the OMol25 dataset; level of theory: ωB97M-V/def2-TZVPD.

* E_LUMO: 3.358 eV
* HOMO level: -3.6 eV
* ΔE to the lowest compared entry with this formula, charge and spin: 28.56 kcal per mole
* total charge: -1
* gap between HOMO and LUMO: 6.95 eV

Positions of all 22 atoms, in Å:
C -0.928 -1.482 1.947
C -1.083 -1.968 0.514
S -0.154 -0.680 -0.462
N 0.405 -1.546 2.556
H -1.733 -2.021 2.515
H -1.251 -0.435 1.964
H -2.048 -1.889 0.179
H -0.692 -2.989 0.269
H 1.051 -0.884 2.212
H 1.012 -2.378 2.313
H 1.669 -1.335 -1.832
H 2.110 -2.823 -2.297
O 2.150 -1.893 -2.562
H -1.158 1.461 -2.152
H -0.968 2.392 -0.967
O -1.160 2.368 -1.878
H 2.019 2.285 -3.184
H 0.977 3.269 -2.891
O 1.646 3.143 -3.479
H -0.392 2.082 1.744
H -1.086 2.493 3.079
O -0.384 2.831 2.411

***

(6)
5 unconnected molecules or ions with the total composition C2H14NO5 in a non-equilibrium geometry. Source: the OMol25 dataset; level of theory: ωB97M-V/def2-TZVPD.

* E_LUMO: -3.140 eV
* HOMO level: -14.2 eV
* ΔE to the lowest compared entry with this formula, charge and spin: 33.72 kcal per mole
* total charge: +1
* gap between HOMO and LUMO: 11.08 eV

Positions of all 22 atoms, in Å:
O 1.376 0.011 1.720
C 0.465 0.817 1.448
C -0.266 0.565 0.214
N 0.232 -0.616 -0.558
H 0.282 1.854 1.872
H -1.435 0.404 0.313
H -0.100 1.402 -0.490
H 1.273 -0.511 -0.859
H 0.238 -1.430 0.177
H -0.282 -0.961 -1.452
H -0.504 -1.956 2.275
H 0.145 -3.242 1.628
O -0.449 -2.436 1.397
H -1.446 3.402 1.507
H -2.512 3.008 0.698
O -1.608 3.165 0.607
H 2.978 -0.442 0.430
H 3.281 -0.633 -1.056
O 2.665 -0.060 -0.497
H -1.561 -1.574 -3.190
H -1.668 -0.010 -3.224
O -1.104 -0.756 -2.958

***

(7)
6 unconnected molecules or ions with the total composition C2H14O5 in a non-equilibrium geometry. Source: the OMol25 dataset; level of theory: ωB97M-V/def2-TZVPD.

* E_LUMO: 0.049 eV
* SMILES string: C=C.O.O.O.O.O
* HOMO level: -10.2 eV
* ΔE to the lowest compared entry with this formula, charge and spin: 66.86 kcal per mole
* gap between HOMO and LUMO: 10.27 eV

Positions of all 21 atoms, in Å:
C -1.269 0.012 3.954
C -0.940 1.242 4.420
H -2.013 0.074 3.051
H -0.406 -0.710 3.898
H -1.652 2.099 4.417
H 0.092 1.406 4.913
O 2.905 4.293 -1.124
H 2.221 3.708 -1.419
H 3.200 4.838 -1.862
O 1.461 0.979 -3.170
H 1.532 0.629 -4.044
H 2.239 0.536 -2.750
O -5.294 -0.705 0.890
H -4.543 -0.872 0.183
H -5.119 0.182 1.232
O 3.252 -4.229 -2.581
H 3.445 -4.450 -1.662
H 2.345 -3.946 -2.696
O -0.440 -1.580 -2.256
H -1.197 -1.977 -1.806
H 0.179 -1.527 -1.588

***

(8)
5 unconnected molecules or ions with the total composition C2H14O5 in a non-equilibrium geometry. Source: the OMol25 dataset; level of theory: ωB97M-V/def2-TZVPD.

* E_LUMO: 0.486 eV
* SMILES string: CCO.O.O.O.O
* HOMO level: -10.1 eV
* ΔE to the lowest compared entry with this formula, charge and spin: 7.73 kcal per mole
* gap between HOMO and LUMO: 10.55 eV

Positions of all 21 atoms, in Å:
C -2.853 -0.164 0.127
C -1.630 0.065 -0.720
O -1.002 1.307 -0.433
H -3.588 0.624 -0.048
H -2.549 -0.157 1.149
H -3.289 -1.128 -0.043
H -0.883 -0.742 -0.608
H -1.845 0.055 -1.778
H -0.940 1.340 0.538
O 0.601 0.681 -2.752
H 1.274 1.372 -2.846
H 0.214 0.928 -1.891
O 2.676 -0.482 1.803
H 2.577 -1.097 1.077
H 2.560 -1.081 2.558
O 2.281 -1.347 -0.902
H 2.180 -0.755 -1.629
H 3.184 -1.643 -1.011
O 0.110 0.946 2.208
H -0.084 0.756 3.132
H 1.005 0.520 2.068

***

(9)
6 unconnected molecules or ions with the total composition C2H14O6 in a non-equilibrium geometry. Source: the OMol25 dataset; level of theory: ωB97M-V/def2-TZVPD.

* E_LUMO: 0.396 eV
* SMILES string: C=CO.O.O.O.O.O
* HOMO level: -8.8 eV
* ΔE to the lowest compared entry with this formula, charge and spin: 26.88 kcal per mole
* gap between HOMO and LUMO: 9.20 eV

Positions of all 22 atoms, in Å:
C -1.582 0.094 -2.161
C -1.010 -0.836 -1.380
O 0.199 -0.333 -0.904
H -2.623 -0.085 -2.445
H -1.048 0.935 -2.551
H -1.378 -1.753 -0.896
H 0.696 -0.966 -0.369
O 2.628 -1.244 1.136
H 2.862 -1.305 2.066
H 3.295 -0.654 0.772
O 3.047 1.282 0.627
H 3.095 2.232 0.479
H 2.164 1.004 0.384
O 0.877 3.069 0.222
H 0.679 3.654 -0.515
H 0.895 2.153 -0.069
O -2.416 -0.002 0.748
H -1.891 0.729 0.390
H -3.137 0.313 1.305
O -2.096 -2.912 0.809
H -1.824 -2.000 1.009
H -1.434 -3.374 1.342

***

(10)
A molecular structure, C2H15BeO13 in a non-equilibrium geometry. Source: the OMol25 dataset; level of theory: ωB97M-V/def2-TZVPD.

* E_LUMO: 2.099 eV
* HOMO level: -3.8 eV
* ΔE to the lowest compared entry with this formula, charge and spin: 0.00 kcal per mole
* total charge: -1
* gap between HOMO and LUMO: 5.87 eV

Positions of all 31 atoms, in Å:
Be -17.862 -15.276 19.074
C -18.316 -17.286 17.485
O -17.400 -17.459 16.691
O -19.469 -17.720 17.037
O -18.303 -16.720 18.612
H -19.613 -17.817 16.083
C -18.361 -14.183 20.623
O -18.863 -14.170 19.504
O -17.386 -14.953 20.497
O -18.265 -13.052 20.942
O -17.539 -15.646 14.555
H -17.361 -16.182 15.319
H -16.714 -15.366 14.205
O -19.746 -19.129 13.375
H -18.929 -18.935 13.802
H -20.289 -18.511 13.829
O -17.191 -18.936 14.479
H -16.694 -18.322 13.996
H -17.344 -18.552 15.394
O -16.768 -14.658 17.793
H -16.902 -14.163 16.997
H -15.848 -14.669 17.797
O -20.878 -16.585 14.484
H -20.415 -15.777 14.127
H -21.551 -16.725 13.809
O -14.948 -16.919 16.477
H -15.823 -17.275 16.642
H -14.582 -17.596 15.838
O -19.547 -14.539 16.678
H -19.669 -14.141 15.827
H -19.762 -15.455 16.544